{
  "formula": "C56H75N6OP2S4SiTl",
  "method": "ωB97M-V with the def2-TZVPD basis set",
  "symbols": ["Tl", "N", "C", "S", "N", "N", "C", "C", "C", "C", "C", "C", "C", "C", "C", "C", "C", "C", "N", "H", "H", "H", "H", "H", "H", "H", "H", "H", "H", "H", "C", "Si", "C", "C", "C", "C", "C", "C", "P", "C", "C", "C", "C", "C", "C", "C", "C", "C", "C", "C", "C", "C", "C", "C", "C", "C", "C", "P", "C", "C", "C", "C", "C", "C", "C", "C", "C", "C", "C", "C", "H", "H", "H", "H", "H", "H", "H", "H", "H", "H", "H", "H", "H", "H", "H", "H", "H", "H", "H", "H", "H", "H", "H", "H", "H", "H", "H", "H", "H", "H", "H", "H", "H", "H", "H", "H", "H", "H", "H", "H", "H", "H", "H", "H", "H", "H", "H", "H", "H", "H", "H", "H", "H", "H", "H", "C", "N", "C", "C", "N", "C", "S", "H", "H", "H", "H", "H", "H", "C", "O", "C", "S", "S", "H", "H", "H"],
  "xyz": [[1.352, -0.034, -0.716], [0.778, -4.675, -0.075], [0.699, -3.452, -0.663], [-0.254, -2.259, 0.114], [1.384, -3.313, -1.776], [1.436, -2.070, -2.281], [1.761, -1.907, -3.514], [2.078, -3.058, -4.398], [1.248, -3.398, -5.459], [1.538, -4.504, -6.244], [2.661, -5.271, -5.977], [3.497, -4.929, -4.923], [3.204, -3.832, -4.131], [1.836, -0.538, -4.042], [2.535, -0.283, -5.221], [2.653, 1.021, -5.666], [2.035, 2.032, -4.947], [1.346, 1.685, -3.798], [1.254, 0.444, -3.344], [0.088, -4.893, 0.621], [1.165, -5.430, -0.619], [0.364, -2.802, -5.661], [0.884, -4.768, -7.065], [2.888, -6.134, -6.590], [4.381, -5.520, -4.719], [3.854, -3.551, -3.312], [3.021, -1.094, -5.744], [3.229, 1.246, -6.553], [2.104, 3.064, -5.260], [0.843, 2.439, -3.201], [1.179, 3.429, -0.201], [0.412, 2.050, 0.845], [-1.456, 2.417, 0.897], [-1.831, 3.061, 2.082], [-3.117, 3.521, 2.294], [-4.063, 3.356, 1.301], [-3.708, 2.755, 0.107], [-2.420, 2.268, -0.129], [-1.971, 1.556, -1.777], [-2.928, 2.758, -2.854], [-2.342, 4.167, -2.641], [-2.617, 5.105, -3.830], [-3.916, 4.712, -4.527], [-3.760, 3.330, -5.175], [-2.868, 2.391, -4.338], [-3.034, 0.020, -1.820], [-4.552, 0.161, -1.910], [-5.193, -1.196, -1.568], [-4.353, -2.372, -2.097], [-3.589, -1.947, -3.347], [-2.539, -0.893, -2.963], [1.156, 2.176, 2.594], [1.787, 3.395, 2.871], [2.429, 3.625, 4.074], [2.455, 2.633, 5.036], [1.810, 1.431, 4.801], [1.146, 1.185, 3.600], [0.318, -0.420, 3.271], [1.220, -1.533, 4.499], [1.126, -2.968, 3.962], [1.751, -3.957, 4.940], [0.982, -3.984, 6.280], [0.083, -2.754, 6.434], [0.818, -1.489, 5.994], [-1.358, -0.271, 4.140], [-1.608, 1.043, 4.882], [-2.982, 1.029, 5.558], [-4.089, 0.765, 4.539], [-3.835, -0.553, 3.811], [-2.475, -0.517, 3.115], [1.045, 4.410, 0.261], [0.713, 3.459, -1.185], [2.243, 3.246, -0.327], [-1.083, 3.217, 2.851], [-3.372, 4.020, 3.221], [-5.074, 3.717, 1.445], [-4.461, 2.695, -0.667], [-3.980, 2.746, -2.553], [-1.260, 4.096, -2.491], [-2.756, 4.594, -1.726], [-1.801, 5.043, -4.556], [-2.665, 6.137, -3.480], [-4.180, 5.450, -5.287], [-4.726, 4.698, -3.793], [-3.318, 3.442, -6.168], [-4.747, 2.882, -5.310], [-1.832, 2.447, -4.678], [-3.198, 1.363, -4.489], [-2.799, -0.468, -0.866], [-4.833, 0.466, -2.922], [-4.931, 0.912, -1.218], [-6.200, -1.235, -1.990], [-5.294, -1.283, -0.483], [-4.995, -3.231, -2.303], [-3.621, -2.678, -1.345], [-4.293, -1.543, -4.081], [-3.096, -2.806, -3.809], [-2.259, -0.306, -3.842], [-1.635, -1.390, -2.625], [1.789, 4.181, 2.125], [2.921, 4.573, 4.252], [2.974, 2.790, 5.974], [1.834, 0.665, 5.563], [2.259, -1.217, 4.398], [1.640, -3.015, 3.003], [0.081, -3.233, 3.774], [2.789, -3.654, 5.110], [1.776, -4.956, 4.499], [1.694, -4.018, 7.109], [0.366, -4.884, 6.345], [-0.229, -2.652, 7.475], [-0.825, -2.882, 5.840], [1.729, -1.403, 6.597], [0.200, -0.619, 6.226], [-1.398, -1.090, 4.866], [-1.569, 1.870, 4.169], [-0.833, 1.222, 5.630], [-3.156, 1.984, 6.063], [-3.002, 0.245, 6.323], [-4.114, 1.578, 3.806], [-5.061, 0.740, 5.039], [-4.626, -0.741, 3.080], [-3.851, -1.375, 4.536], [-2.470, 0.285, 2.372], [-2.286, -1.455, 2.586], [6.169, -1.502, 2.572], [5.422, -2.263, 1.599], [5.811, -3.453, 1.008], [4.842, -3.804, 0.143], [3.870, -2.828, 0.208], [4.234, -1.861, 1.080], [3.419, -0.457, 1.516], [6.910, -2.150, 3.035], [5.486, -1.116, 3.327], [6.663, -0.652, 2.100], [6.740, -3.933, 1.252], [4.755, -4.656, -0.507], [3.067, -2.778, -0.402], [3.950, 3.636, -2.221], [3.601, 2.278, -1.960], [4.593, 1.356, -1.938], [6.191, 1.753, -2.051], [4.036, -0.247, -1.816], [3.013, 4.158, -2.409], [4.604, 3.702, -3.089], [4.467, 4.076, -1.368]],
  "lowdin_charge": [0.5056, 0.0711, -0.9198, 0.5435, -0.0224, -0.0472, -0.2316, -0.1964, -0.0286, -0.0801, -0.0899, -0.0754, -0.0290, -0.2749, 0.0045, -0.0359, -0.0455, -0.1525, 0.0516, 0.0745, 0.0964, 0.1199, 0.1020, 0.1005, 0.1024, 0.1112, 0.1219, 0.1129, 0.1095, 0.0874, -0.2154, 0.6088, -0.2664, -0.1247, -0.0887, -0.0677, -0.1019, -0.3475, 1.1126, -0.4574, -0.2049, -0.1944, -0.2076, -0.1859, -0.2050, -0.4426, -0.2023, -0.1828, -0.1982, -0.1934, -0.2229, -0.3039, -0.0983, -0.0746, -0.0661, -0.0869, -0.4007, 1.0932, -0.4396, -0.2427, -0.1879, -0.1925, -0.2108, -0.2086, -0.4204, -0.1997, -0.1870, -0.2011, -0.1938, -0.2181, 0.0398, 0.0050, 0.0157, 0.0863, 0.1129, 0.1087, 0.0835, 0.0919, 0.0881, 0.1072, 0.1110, 0.1070, 0.1060, 0.1111, 0.1077, 0.1058, 0.1095, 0.0860, 0.0964, 0.1103, 0.0837, 0.1069, 0.1064, 0.1059, 0.1051, 0.1102, 0.1081, 0.0857, 0.0803, 0.0851, 0.1049, 0.1058, 0.0843, 0.0838, 0.0909, 0.1090, 0.1100, 0.1037, 0.1042, 0.1034, 0.1113, 0.0998, 0.1175, 0.0847, 0.0897, 0.0806, 0.0997, 0.1077, 0.1135, 0.0890, 0.1075, 0.1056, 0.1133, 0.0973, 0.0907, -0.0383, -0.1221, -0.0505, -0.0704, 0.0796, -0.7798, 0.6100, 0.0903, 0.0688, 0.1002, 0.1188, 0.1158, 0.0823, -0.1385, -0.3139, -1.3229, 0.5969, 0.6058, 0.0819, 0.0659, 0.0869],
  "gap_ev": 6.472,
  "e_tot_ha": -5320.1815,
  "multiplicity": 1,
  "relative_energy_kj_mol": 57.81,
  "lumo_ha": -0.0201
}